Entry 1:
C20H16ClF5O3PScTe | ωB97M-V with the def2-TZVPD basis set

* HOMO energy: -9.136 eV
* lowest unoccupied orbital energy: -0.91 eV
* energy: -3327.2381 Eh
* spin multiplicity: 1
* Kohn-Sham gap: 8.229 eV

Cartesian coordinates (Å):
Sc: -1.495 1.970 -0.833
O: -1.630 3.011 3.100
C: -1.095 2.286 2.302
O: -1.252 2.406 1.000
C: -0.157 1.181 2.752
C: 0.141 1.192 4.115
C: 0.984 0.250 4.674
C: 1.540 -0.736 3.871
C: 1.242 -0.764 2.521
C: 0.401 0.186 1.938
P: 0.092 0.013 0.139
C: 1.728 0.203 -0.632
C: 1.851 -0.130 -1.982
C: 3.026 0.131 -2.664
C: 4.088 0.747 -2.011
C: 3.966 1.097 -0.676
C: 2.789 0.828 0.013
C: -0.324 -1.750 -0.033
C: 0.616 -2.739 -0.312
C: 0.231 -4.071 -0.376
C: -1.091 -4.425 -0.155
C: -2.033 -3.445 0.124
C: -1.653 -2.114 0.179
H: -0.314 1.966 4.718
H: 1.205 0.281 5.733
H: 2.198 -1.483 4.294
H: 1.671 -1.546 1.905
H: 1.020 -0.588 -2.507
H: 3.111 -0.136 -3.710
H: 5.004 0.959 -2.547
H: 4.786 1.584 -0.165
H: 2.704 1.109 1.056
H: 1.651 -2.473 -0.480
H: 0.969 -4.832 -0.597
H: -1.389 -5.465 -0.205
H: -3.068 -3.715 0.291
H: -2.401 -1.356 0.378
F: -4.913 0.020 -0.976
Te: -4.059 1.029 -2.254
F: -5.638 1.930 -2.450
F: -3.360 2.197 -3.502
F: -3.644 2.360 -0.919
F: -4.544 -0.150 -3.566
O: -2.418 0.364 -1.849
Cl: -1.133 4.238 -1.898
C: -0.091 2.758 -2.312
H: 0.940 3.046 -2.121
H: -0.249 2.574 -3.373

Atom charges from the Löwdin analysis, given in e for atoms 1 to 6: number 1, Sc, carries 0.67; number 2, O, carries 0.11; number 3, C, carries -0.53; number 4, O, carries -0.18; number 5, C, carries -0.11; number 6, C, carries -0.01

=====

Entry 2:
C20H16ClFO2S | ωB97M-V with the def2-TZVPD basis set

* HOMO energy: -9.088 eV
* lowest unoccupied orbital energy: 0.19 eV
* energy: -1880.4115 Eh
* spin multiplicity: 1
* Kohn-Sham gap: 9.282 eV

Cartesian coordinates (Å):
O: -1.495 -1.587 1.801
S: -1.737 -0.326 1.123
O: -1.653 0.917 1.858
C: -3.476 -0.358 0.471
C: -4.117 0.847 0.163
C: -5.431 0.822 -0.327
C: -6.116 -0.387 -0.497
C: -5.445 -1.582 -0.217
C: -4.132 -1.580 0.281
C: -0.389 -0.282 -0.332
Cl: -0.847 1.062 -1.359
C: 1.076 -0.408 0.004
C: 1.614 0.559 1.065
C: 1.909 0.024 2.333
C: 2.441 0.814 3.358
C: 2.649 2.188 3.138
C: 2.382 2.726 1.876
C: 1.855 1.914 0.849
C: 2.058 -0.561 -1.205
C: 2.677 -1.811 -1.380
C: 3.571 -2.070 -2.422
C: 3.843 -1.031 -3.309
F: 4.577 -1.299 -4.438
C: 3.385 0.264 -3.089
C: 2.525 0.489 -2.000
H: -3.583 1.795 0.296
H: -5.927 1.762 -0.561
H: -7.157 -0.395 -0.839
H: -5.954 -2.533 -0.369
H: -3.608 -2.514 0.514
H: -0.725 -1.242 -0.775
H: 1.158 -1.376 0.489
H: 1.771 -1.054 2.473
H: 2.661 0.357 4.330
H: 3.051 2.804 3.939
H: 2.566 3.789 1.684
H: 1.668 2.350 -0.130
H: 2.465 -2.610 -0.667
H: 4.000 -3.060 -2.581
H: 3.653 1.071 -3.770
H: 2.235 1.511 -1.775

Atom charges from the Löwdin analysis, given in e for atoms 1 to 6: number 1, O, carries -0.34; number 2, S, carries 0.71; number 3, O, carries -0.33; number 4, C, carries -0.26; number 5, C, carries -0.07; number 6, C, carries -0.07

=====

Entry 3:
C20H16CoN4O4S3Se | ωB97M-V with the def2-TZVPD basis set

* HOMO energy: -11.906 eV
* lowest unoccupied orbital energy: -3.90 eV
* net charge: +1
* energy: -6270.3247 Eh
* spin multiplicity: 1
* Kohn-Sham gap: 8.010 eV

Cartesian coordinates (Å):
Co: 1.537 -1.144 -0.504
Se: -5.154 -1.530 -3.761
N: -3.940 -2.753 -3.327
C: -2.937 -2.122 -2.779
C: -1.729 -2.790 -2.302
C: -1.471 -4.159 -2.406
C: -0.274 -4.653 -1.934
C: 0.656 -3.785 -1.364
N: 0.407 -2.489 -1.266
C: -0.755 -1.995 -1.721
C: -0.901 -0.559 -1.592
N: 0.141 0.071 -1.023
C: 0.141 1.393 -0.934
C: -0.934 2.144 -1.404
C: -2.020 1.509 -1.966
C: -2.013 0.116 -2.069
C: -3.076 -0.688 -2.667
N: -4.187 -0.181 -3.127
H: -2.210 -4.807 -2.858
H: -0.040 -5.705 -2.004
H: 1.615 -4.119 -0.988
H: 1.015 1.844 -0.481
H: -0.899 3.221 -1.320
H: -2.870 2.066 -2.338
C: 0.635 5.097 2.047
C: 0.496 3.603 2.116
C: -0.754 3.002 2.217
C: -0.873 1.622 2.305
C: 0.272 0.837 2.300
C: 1.534 1.415 2.196
C: 1.634 2.789 2.099
S: 0.024 -0.912 2.392
C: 1.045 -1.312 3.800
O: 0.766 -1.596 1.244
H: -0.313 5.577 1.809
H: 1.373 5.390 1.300
H: 0.975 5.488 3.008
H: -1.645 3.618 2.232
H: -1.850 1.159 2.382
H: 2.424 0.804 2.154
H: 2.613 3.244 2.010
H: 2.073 -1.020 3.597
H: 0.978 -2.389 3.939
H: 0.648 -0.791 4.671
O: 2.928 0.110 0.102
S: 3.789 -0.895 -0.650
O: 3.171 -2.181 -0.138
O: 5.192 -0.743 -0.607
S: 2.767 -0.802 -2.392

Atom charges from the Löwdin analysis, given in e for atoms 1 to 6: number 1, Co, carries 0.29; number 2, Se, carries 1.19; number 3, N, carries -0.21; number 4, C, carries -0.33; number 5, C, carries -0.06; number 6, C, carries 0.05